{
  "formula": "C65H147N9O21",
  "method": "ωB97M-V/def2-TZVPD",
  "species": ["C", "C", "C", "C", "N", "H", "H", "H", "H", "H", "H", "H", "C", "C", "C", "C", "N", "H", "H", "H", "H", "H", "H", "H", "C", "C", "C", "C", "N", "H", "H", "H", "H", "H", "H", "H", "C", "C", "C", "C", "N", "H", "H", "H", "H", "H", "H", "H", "C", "C", "C", "C", "N", "H", "H", "H", "H", "H", "H", "H", "C", "C", "C", "C", "N", "H", "H", "H", "H", "H", "H", "H", "C", "C", "C", "C", "N", "H", "H", "H", "H", "H", "H", "H", "C", "C", "C", "C", "N", "H", "H", "H", "H", "H", "H", "H", "C", "C", "C", "C", "N", "H", "H", "H", "H", "H", "H", "H", "O", "C", "O", "C", "C", "C", "H", "H", "H", "H", "H", "H", "H", "H", "O", "C", "O", "C", "C", "C", "H", "H", "H", "H", "H", "H", "H", "H", "O", "C", "O", "C", "C", "C", "H", "H", "H", "H", "H", "H", "H", "H", "O", "C", "O", "C", "C", "C", "H", "H", "H", "H", "H", "H", "H", "H", "C", "O", "H", "H", "H", "H", "C", "O", "H", "H", "H", "H", "C", "O", "H", "H", "H", "H", "C", "O", "H", "H", "H", "H", "C", "O", "H", "H", "H", "H", "C", "O", "H", "H", "H", "H", "C", "O", "H", "H", "H", "H", "C", "O", "H", "H", "H", "H", "C", "O", "H", "H", "H", "H", "C", "O", "H", "H", "H", "H", "C", "O", "H", "H", "H", "H", "C", "O", "H", "H", "H", "H", "C", "O", "H", "H", "H", "H"],
  "xyz": [[3.432, -26.901, 2.660], [3.844, -25.596, 1.917], [2.764, -24.607, 1.976], [1.583, -25.098, 1.192], [0.640, -25.620, 0.785], [2.446, -27.249, 2.281], [3.317, -26.573, 3.734], [4.180, -27.674, 2.465], [4.058, -25.805, 0.877], [4.668, -25.129, 2.363], [3.014, -23.584, 1.623], [2.485, -24.415, 2.981], [9.616, -31.040, -8.279], [10.836, -31.040, -9.259], [10.534, -31.796, -10.507], [9.395, -31.157, -11.218], [8.484, -30.719, -11.790], [8.664, -30.815, -8.797], [9.743, -30.308, -7.498], [9.476, -32.064, -7.934], [11.570, -31.546, -8.663], [11.153, -30.056, -9.533], [10.180, -32.851, -10.291], [11.406, -31.848, -11.179], [3.499, -24.237, -6.446], [2.833, -23.720, -7.725], [3.818, -23.303, -8.835], [4.539, -24.489, -9.372], [4.939, -25.535, -9.602], [4.411, -23.491, -6.206], [4.029, -25.209, -6.437], [2.685, -24.284, -5.726], [2.278, -22.803, -7.378], [2.136, -24.464, -8.087], [4.485, -22.539, -8.483], [3.269, -22.791, -9.665], [12.154, -29.518, -2.656], [11.000, -28.501, -2.704], [10.016, -28.673, -3.924], [10.618, -28.677, -5.257], [11.030, -28.643, -6.345], [12.898, -29.382, -3.416], [11.627, -30.512, -2.839], [12.704, -29.533, -1.693], [11.452, -27.507, -2.742], [10.456, -28.633, -1.784], [9.304, -27.856, -3.821], [9.486, -29.591, -3.726], [9.833, -37.024, -2.355], [11.268, -36.661, -2.344], [11.696, -35.472, -1.444], [11.189, -35.588, -0.051], [10.847, -35.881, 1.013], [9.527, -37.628, -1.493], [9.593, -37.547, -3.241], [9.209, -36.147, -2.331], [11.540, -36.410, -3.320], [11.846, -37.549, -2.050], [11.252, -34.654, -2.004], [12.763, -35.322, -1.461], [7.778, -30.051, 3.282], [8.737, -31.139, 2.894], [10.221, -30.642, 2.862], [10.385, -29.618, 1.848], [10.404, -28.831, 1.030], [6.736, -30.352, 3.282], [7.808, -29.232, 2.577], [8.070, -29.702, 4.277], [8.581, -31.556, 1.903], [8.638, -31.979, 3.599], [11.023, -31.349, 2.906], [10.350, -30.106, 3.817], [-0.320, -22.239, -0.900], [-0.710, -23.414, -1.730], [0.462, -23.951, -2.618], [1.125, -22.911, -3.427], [1.658, -22.097, -4.039], [-0.105, -21.347, -1.456], [0.511, -22.521, -0.284], [-1.135, -21.922, -0.284], [-1.531, -23.119, -2.408], [-0.894, -24.274, -1.067], [0.075, -24.724, -3.247], [1.288, -24.489, -1.996], [11.780, -24.544, -9.069], [11.692, -23.508, -10.169], [13.007, -22.758, -10.390], [13.317, -21.910, -9.229], [13.437, -21.214, -8.338], [10.773, -25.044, -8.887], [12.167, -24.035, -8.207], [12.517, -25.311, -9.332], [10.863, -22.806, -10.044], [11.567, -24.072, -11.103], [13.110, -22.179, -11.274], [13.824, -23.463, -10.493], [6.653, -27.391, -5.305], [5.237, -27.754, -4.779], [5.300, -28.304, -3.363], [5.934, -29.640, -3.188], [6.205, -30.752, -3.101], [6.693, -26.858, -6.277], [7.330, -28.294, -5.276], [7.252, -26.778, -4.579], [4.741, -28.487, -5.391], [4.616, -26.901, -4.683], [4.302, -28.535, -2.976], [5.813, -27.602, -2.645], [6.648, -35.721, -8.539], [7.089, -35.497, -7.421], [6.986, -34.335, -6.795], [6.340, -33.169, -7.347], [6.502, -32.033, -6.371], [7.668, -36.590, -6.558], [5.281, -33.373, -7.455], [6.819, -32.892, -8.364], [6.136, -32.410, -5.408], [5.885, -31.192, -6.681], [7.555, -31.889, -6.175], [8.332, -36.191, -5.808], [8.048, -37.310, -7.285], [6.815, -37.041, -5.993], [4.120, -31.840, -9.075], [3.423, -31.211, -9.920], [3.955, -30.320, -10.813], [5.347, -30.017, -10.718], [5.741, -28.815, -11.578], [1.952, -31.342, -10.130], [5.875, -30.965, -11.029], [5.644, -29.910, -9.659], [5.685, -29.023, -12.631], [6.773, -28.469, -11.361], [5.031, -27.996, -11.413], [1.546, -31.645, -9.180], [1.807, -32.133, -10.845], [1.590, -30.426, -10.539], [9.586, -20.768, -8.633], [9.377, -20.655, -7.442], [8.632, -21.550, -6.720], [8.071, -22.650, -7.495], [7.663, -23.710, -6.507], [10.017, -19.679, -6.498], [8.845, -22.990, -8.235], [7.328, -22.176, -8.079], [7.176, -23.255, -5.637], [8.498, -24.360, -6.195], [6.963, -24.427, -7.016], [11.045, -19.692, -6.754], [9.741, -19.970, -5.477], [9.620, -18.709, -6.671], [1.211, -29.272, 0.803], [0.629, -29.329, 1.863], [1.084, -29.933, 2.968], [2.426, -30.492, 2.913], [2.466, -31.863, 2.163], [-0.806, -28.863, 2.082], [2.653, -30.669, 3.953], [3.039, -29.686, 2.529], [1.683, -32.434, 2.641], [3.406, -32.384, 2.182], [2.202, -31.829, 1.081], [-1.407, -29.745, 2.415], [-1.117, -28.610, 1.078], [-0.951, -27.956, 2.712], [4.349, -23.854, -2.207], [4.439, -25.137, -1.570], [3.641, -23.866, -3.101], [4.175, -22.994, -1.610], [5.394, -23.692, -2.525], [3.787, -25.751, -2.031], [1.333, -31.426, -2.325], [2.547, -30.992, -2.939], [1.469, -31.427, -1.241], [0.550, -30.735, -2.563], [1.117, -32.468, -2.694], [3.276, -31.629, -2.730], [4.412, -34.277, -2.893], [4.342, -33.083, -2.130], [4.569, -34.108, -4.012], [5.270, -34.853, -2.567], [3.450, -34.796, -2.723], [5.191, -32.599, -2.130], [2.121, -27.793, -1.832], [2.672, -27.063, -2.952], [1.148, -27.403, -1.419], [2.130, -28.866, -1.979], [2.823, -27.667, -1.027], [2.040, -26.721, -3.568], [3.489, -27.805, -7.783], [2.482, -28.007, -6.832], [3.241, -26.926, -8.409], [4.494, -27.641, -7.507], [3.501, -28.637, -8.537], [2.574, -28.899, -6.431], [4.951, -30.289, 0.115], [5.125, -29.146, 0.946], [4.304, -30.003, -0.721], [5.911, -30.521, -0.269], [4.429, -31.031, 0.725], [5.400, -28.410, 0.398], [8.480, -32.639, -1.303], [7.707, -33.082, -2.419], [8.987, -33.496, -0.888], [9.300, -32.043, -1.732], [7.883, -32.056, -0.548], [7.287, -32.305, -2.818], [0.121, -27.605, -4.993], [0.872, -26.447, -5.057], [-0.650, -27.600, -5.806], [0.735, -28.488, -5.072], [-0.430, -27.684, -4.056], [1.528, -26.656, -5.786], [7.471, -26.637, -0.040], [6.165, -27.054, -0.418], [7.921, -27.430, 0.535], [8.162, -26.559, -0.940], [7.537, -25.697, 0.514], [5.710, -26.372, -0.949], [8.678, -27.433, -9.222], [8.263, -26.037, -9.143], [9.685, -27.554, -9.608], [8.635, -27.859, -8.177], [8.012, -28.028, -9.832], [7.412, -25.933, -9.601], [2.834, -31.742, -6.078], [2.782, -30.409, -5.607], [2.608, -31.695, -7.136], [3.812, -32.290, -6.062], [2.145, -32.404, -5.591], [2.748, -30.436, -4.611], [10.508, -24.183, -4.233], [10.211, -25.518, -3.721], [10.875, -24.197, -5.290], [9.592, -23.636, -4.244], [11.257, -23.716, -3.583], [10.679, -25.534, -2.866], [10.193, -33.364, -5.097], [10.053, -33.494, -3.665], [10.603, -34.289, -5.500], [9.255, -33.262, -5.593], [10.765, -32.442, -5.304], [9.089, -33.369, -3.477]],
  "forces_ev_per_angstrom": [[-0.152, 1.334, 0.202], [-0.458, -2.023, -0.558], [-1.655, 1.705, -1.737], [-0.092, 0.011, 1.174], [0.353, 0.369, -0.324], [0.629, 0.144, 0.242], [0.190, -0.967, -0.837], [-0.209, 0.075, 0.489], [0.355, -0.073, -0.211], [1.626, 0.299, 0.662], [0.160, -0.691, -0.248], [-0.772, -0.117, 1.112], [-0.338, 0.064, -1.573], [-1.440, -0.179, 1.679], [-0.911, -1.299, -0.906], [-0.782, 0.144, -0.967], [1.330, -0.484, 0.885], [0.401, 0.180, 0.063], [0.109, -0.137, 0.386], [0.134, 0.030, 0.479], [1.008, -0.082, -0.165], [0.281, 0.710, 0.189], [0.537, 1.030, -0.206], [-0.408, -0.033, 0.138], [2.380, 1.191, 0.081], [0.384, 0.581, 0.616], [-0.920, -0.119, -1.071], [-0.894, 1.113, 0.959], [0.673, -0.484, -0.479], [-2.362, -1.323, 0.136], [-0.582, 0.179, -0.649], [0.497, 0.263, 0.616], [0.335, -0.839, -0.689], [-0.321, 0.000, -0.252], [0.667, 0.094, 0.326], [0.345, -0.646, 0.446], [-1.417, -1.392, 0.196], [1.226, 0.032, -0.984], [0.795, 0.363, 1.594], [0.369, 0.265, -1.353], [-0.498, -0.105, 1.749], [0.238, 0.153, -0.658], [1.142, 0.756, 0.413], [-0.646, 0.009, -0.401], [-0.335, 0.053, 0.102], [-0.525, 0.260, 0.253], [-0.040, 0.053, -0.441], [-0.283, -0.540, -0.357], [-1.000, 0.240, 1.376], [1.322, -0.969, 2.022], [-1.311, -0.222, -0.438], [0.265, -0.616, -0.103], [0.130, 0.549, -0.756], [0.159, 0.040, -0.124], [-0.286, -0.741, -0.939], [-0.357, 0.546, -0.095], [0.739, 0.526, -1.596], [0.028, 0.160, -0.204], [-0.121, 0.699, 0.591], [0.374, -0.092, 0.211], [0.052, 0.322, 0.053], [1.096, -1.146, -0.356], [-1.135, 1.190, 1.884], [-0.007, -1.371, 0.719], [0.127, 1.295, -1.282], [-0.060, -0.330, 0.156], [0.171, 0.424, -0.113], [-0.287, 0.187, -0.075], [-0.552, -0.046, -0.146], [0.296, 0.226, -0.198], [0.150, -0.776, -0.633], [0.082, 0.025, -0.112], [-0.146, 0.198, 0.217], [0.865, -0.599, -0.960], [1.147, -0.058, 1.328], [-0.286, -0.450, 0.203], [-0.018, 0.018, -0.031], [0.552, 0.300, -0.641], [0.563, 0.163, 0.506], [-0.569, -0.088, 0.724], [0.081, -0.631, 0.452], [-0.701, 0.345, -0.327], [-0.130, -0.393, -0.726], [-1.348, 1.097, -0.749], [-0.882, -0.459, -0.104], [0.052, -0.476, -1.467], [0.560, -0.407, 1.479], [-0.414, -0.583, -1.330], [0.295, 0.776, 1.212], [1.333, 0.723, -0.052], [-0.132, -0.044, 0.967], [-0.181, -0.005, 0.001], [0.096, -0.114, 0.035], [-0.490, 0.315, 0.000], [-0.558, 0.747, -0.819], [0.185, -0.432, 0.175], [1.112, -0.349, 0.906], [1.799, -0.447, 0.338], [0.859, -0.508, 1.427], [-0.548, 0.665, -0.746], [0.442, -0.107, 0.140], [-0.119, -0.612, 0.463], [-0.905, 0.481, -0.769], [-0.991, 0.104, -0.402], [-0.160, -0.174, -0.469], [-0.664, 0.944, -0.237], [0.030, 0.475, -0.094], [-0.587, -0.688, -0.759], [0.668, 0.549, 1.076], [-1.448, -0.607, -1.500], [0.554, 0.685, 0.969], [0.630, 0.329, -1.960], [-0.136, -1.425, 0.826], [-1.154, 0.055, -0.140], [-0.045, -0.226, -0.511], [-0.958, -0.704, 1.489], [-0.273, 0.283, -0.009], [0.447, 0.272, -0.006], [0.294, 0.867, -0.304], [0.588, -0.117, -0.017], [0.337, -0.101, 0.622], [0.567, 0.227, -0.548], [-2.227, 2.117, -2.608], [3.154, -0.874, 1.232], [-0.992, -0.254, 0.916], [1.744, -1.564, 0.069], [-0.371, 0.172, 0.625], [1.008, -0.378, 0.410], [-0.242, 1.088, 0.077], [-0.375, 0.302, -0.320], [0.071, -0.388, -0.490], [-0.773, -0.377, -0.048], [0.249, 0.021, 0.255], [-0.557, 0.083, 0.171], [-0.187, -0.398, -0.337], [-0.557, 0.521, -0.034], [-0.448, 0.341, 0.967], [0.181, -1.228, -0.026], [0.478, 0.208, -0.790], [2.108, 0.070, 0.066], [-0.729, -1.092, -0.700], [-1.314, -0.795, 0.100], [-0.645, 0.074, 0.790], [-1.375, -0.031, -0.568], [0.035, -0.206, -0.144], [-0.180, 0.566, -0.040], [0.382, 0.693, 0.496], [1.162, 0.101, 0.235], [0.598, 0.100, -0.238], [-0.261, 1.007, -0.283], [0.072, 0.049, 0.572], [-0.705, -0.220, 0.139], [0.319, -0.301, -0.139], [-0.190, -0.421, -0.697], [-1.081, 1.264, -0.701], [-0.048, -0.204, -0.443], [0.196, 0.010, 0.259], [0.538, -0.284, -0.314], [-0.030, -0.596, 0.150], [0.469, -0.056, 0.568], [0.083, 0.480, 0.760], [0.441, 0.894, 0.077], [-0.409, 0.215, -0.151], [0.350, -0.910, -0.175], [1.226, -1.071, -2.306], [-1.742, -0.690, -0.338], [1.020, 0.062, 1.195], [-0.896, 0.319, 1.247], [-0.469, 0.250, -0.629], [0.775, 0.797, 0.590], [1.036, -1.487, 0.009], [0.635, 0.043, -0.123], [-0.183, -0.124, -0.018], [-0.399, 0.288, -0.346], [-0.219, 0.984, 0.466], [-0.699, 0.191, 0.065], [0.088, 0.164, -1.109], [0.066, 0.886, -0.026], [-0.403, 0.039, 1.267], [-0.046, -0.432, 0.150], [0.656, 0.089, -0.171], [-0.330, -0.550, -0.175], [-0.507, 0.764, 0.402], [0.887, -0.268, 1.434], [0.816, -0.406, -0.809], [-0.466, -0.140, -0.519], [0.411, 0.284, 0.558], [-1.270, 0.182, -0.787], [-1.409, -0.271, -2.978], [0.152, 0.176, 0.600], [-0.138, -0.339, 0.542], [1.167, 0.041, 1.239], [0.057, 0.383, 0.623], [0.062, 0.171, -0.069], [-1.137, 1.540, 0.495], [-0.421, -0.523, 0.836], [-0.135, -0.357, -0.127], [0.876, -1.147, -0.399], [0.540, -0.184, -0.401], [0.285, 0.548, -0.305], [0.259, 0.965, -0.428], [-0.463, -0.313, 0.196], [-0.287, -0.376, 0.459], [-0.179, 0.351, 0.562], [0.555, -0.675, -0.684], [-0.112, 0.178, 0.046], [-1.993, -0.872, -0.537], [1.838, 0.720, -0.806], [0.556, -0.276, 0.504], [0.187, -0.442, -0.144], [0.079, 0.290, 0.205], [-0.579, 0.395, 0.834], [1.121, -0.134, -1.483], [0.094, 0.417, -0.117], [-0.079, -0.228, 0.441], [-0.863, 0.131, 0.761], [-0.397, -0.043, -0.004], [0.158, 0.153, 0.368], [-0.702, 0.316, 1.613], [0.165, -0.816, -0.448], [0.156, 0.357, -0.016], [0.207, 0.351, -1.015], [-0.190, -0.007, -0.197], [0.334, -0.179, 0.223], [0.743, -0.497, -1.034], [0.418, -0.242, 1.191], [-0.213, -0.111, -0.106], [-0.320, 0.997, 0.443], [-0.680, -0.113, 0.423], [-0.064, -0.088, -0.744], [0.468, -0.850, -0.420], [0.808, 0.845, 0.265], [-0.096, -0.362, 0.912], [-0.537, 0.657, 0.167], [-0.188, 0.142, -0.322], [-0.494, -0.327, -0.587], [0.496, 0.263, 0.998], [-0.804, 0.110, -0.896], [0.605, 0.206, -0.068], [-0.990, 0.178, -0.184], [0.159, -0.677, -0.200], [0.783, -0.276, 0.220]],
  "gap_ev": 10.44,
  "total_energy_ha": -4637.4343,
  "e_lumo_ev": 0.48
}